The following is a DFT calculation (ωB97M-V/def2-TZVPD) of 2 unconnected molecules or ions with the total composition C2H3F3O2.

Computed properties:
frontier orbital gap = 8.99 eV
energy = -527.843076 hartree
LUMO energy = 0.087 eV
energy relative to the best compared isomer or geometry (same formula, charge and spin) = 637.5 kJ/mol

Geometry as XYZ:
```
10
Properties=species:S:1:pos:R:3:forces:R:3:lowdin_charge:R:1
C 0.727 0.833 0.079 1.33 1.88 -0.49 -0.0945
C 1.536 -0.035 -0.565 -1.13 1.38 0.76 -0.3686
O -2.139 -0.706 0.461 -0.50 -0.61 0.10 0.0448
O -1.707 0.246 -0.573 -0.15 0.58 -0.75 -0.2490
F 0.417 0.631 1.390 -0.28 -0.39 -0.46 -0.0104
F 1.914 0.261 -1.791 0.27 -0.35 -0.30 0.1215
F 1.966 -1.238 -0.175 -0.46 0.78 -0.08 0.1223
H 0.496 1.961 -0.270 0.52 -3.32 0.55 0.1859
H -1.582 -0.473 1.186 0.48 1.53 1.89 0.1084
H -1.626 -1.481 0.258 -0.07 -1.47 -1.22 0.1395
```
Positions in Å, forces in eV/Å.

The following is a DFT calculation (ωB97M-V/def2-TZVPD) of 2 unconnected molecules or ions with the total composition C2H3F3O2S2.

Computed properties:
frontier orbital gap (alpha / beta) = 7.27 / 7.25 eV
energy = -1324.295490 hartree
LUMO energy (alpha / beta) = -2.751 / -2.781 eV
energy relative to the best compared isomer or geometry (same formula, charge and spin) = 307.0 kJ/mol

Geometry as XYZ:
```
12
Properties=species:S:1:pos:R:3:forces:R:3:lowdin_charge:R:1
C 1.026 -0.440 -1.395 0.35 -1.23 -1.54 -0.1481
C -1.658 0.470 0.583 0.89 0.77 -0.07 -0.6639
O 0.554 1.540 1.784 -0.31 -0.40 -0.25 -0.3983
O 0.859 0.649 -0.490 0.03 -0.55 0.72 -0.3737
F -2.336 -0.604 1.000 0.41 0.29 -0.59 0.1279
F -2.130 1.538 1.210 -0.08 -0.16 -0.11 0.1357
F -1.763 0.668 -0.745 -0.50 -0.56 0.69 0.1129
S 1.909 -1.878 2.275 -0.12 0.10 -0.11 0.0873
S 0.266 0.343 1.020 0.24 0.01 -0.58 0.8692
H 1.767 -0.247 -2.180 0.19 0.94 0.59 0.0929
H 0.142 -0.595 -1.994 -0.72 0.01 0.20 0.0730
H 1.366 -1.445 -1.070 -0.37 0.77 1.05 0.0851
```
Positions in Å, forces in eV/Å.

The following is a DFT calculation (ωB97M-V/def2-TZVPD) of 2 unconnected molecules or ions with the total composition C2H3F3S.

Computed properties:
frontier orbital gap = 8.50 eV
energy = -775.741493 hartree
LUMO energy = -0.564 eV
energy relative to the best compared isomer or geometry (same formula, charge and spin) = 178.2 kJ/mol

Geometry as XYZ:
```
9
Properties=species:S:1:pos:R:3:forces:R:3:lowdin_charge:R:1
F -1.559 -0.644 -1.010 0.09 -1.07 -0.57 0.1137
C -1.613 -0.031 0.164 -2.07 1.58 -0.96 -0.5518
F -0.955 -0.679 1.063 0.97 -0.79 0.97 0.1630
F -2.913 0.047 0.543 0.09 -0.41 0.07 0.0934
H -1.320 0.978 -0.039 0.86 0.72 0.56 0.1557
C 2.081 -0.050 -0.274 -1.39 0.97 -0.07 -0.5817
S 2.356 1.041 0.888 -0.05 -0.43 -0.27 0.5765
H 2.985 -0.546 -0.719 -1.50 0.03 0.06 0.0118
H 0.938 -0.117 -0.615 3.03 -0.60 0.22 0.0194
```
Positions in Å, forces in eV/Å.

The following is a DFT calculation (ωB97M-V/def2-TZVPD) of 2 unconnected molecules or ions with the total composition C2H3F3Si.

Computed properties:
frontier orbital gap (alpha / beta) = 8.65 / 8.02 eV
energy = -667.133926 hartree
LUMO energy (alpha / beta) = -0.934 / -1.577 eV
energy relative to the best compared isomer or geometry (same formula, charge and spin) = 363.4 kJ/mol

Geometry as XYZ:
```
9
Properties=species:S:1:pos:R:3:forces:R:3:lowdin_charge:R:1
C -1.388 1.473 0.288 1.13 0.34 -3.13 -0.0839
C -0.604 1.084 -0.677 1.66 -1.78 0.26 0.0242
F 0.600 -2.788 -0.525 -0.51 0.48 0.10 -0.1494
F 2.609 -1.394 -0.391 0.09 0.68 -0.63 -0.1463
F 1.355 -1.626 1.632 -0.86 0.33 -0.10 -0.1529
Si 1.083 -1.380 0.067 0.19 0.15 0.11 0.4088
H -2.010 2.294 0.091 -0.95 1.28 -0.15 0.0492
H -1.430 1.035 1.194 -0.18 -1.45 2.83 0.0164
H -0.215 1.303 -1.679 -0.57 -0.04 0.71 0.0340
```
Positions in Å, forces in eV/Å.

The following is a DFT calculation (ωB97M-V/def2-TZVPD) of a single C2H3F3Si molecule.

Computed properties:
frontier orbital gap = 10.72 eV
energy = -667.017003 hartree
LUMO energy = 0.797 eV
energy relative to the best compared isomer or geometry (same formula, charge and spin) = 670.4 kJ/mol

Geometry as XYZ:
```
9
Properties=species:S:1:pos:R:3:forces:R:3:lowdin_charge:R:1
F 1.390 -1.633 0.690 -0.26 0.43 -0.60 0.1073
C 1.485 -0.431 0.104 -0.25 -0.86 1.11 -0.4058
F 2.729 -0.094 0.015 0.83 0.37 -0.22 0.1789
C 0.439 0.324 -0.157 -0.07 1.09 -1.17 -0.3532
F 0.738 1.632 -0.601 -0.09 -1.48 0.31 -0.0628
Si -1.419 0.032 -0.064 0.90 -0.01 2.18 0.7234
H -1.704 1.332 -0.615 -0.75 0.67 0.18 -0.0714
H -1.505 -0.232 1.507 -0.54 0.31 -1.72 -0.0255
H -2.153 -0.929 -0.878 0.22 -0.52 -0.07 -0.0909
```
Positions in Å, forces in eV/Å.

The following is a DFT calculation (ωB97M-V/def2-TZVPD) of a molecular structure, C2H3F4NO4S2Y.

Computed properties:
frontier orbital gap = 7.44 eV
energy = -1667.608860 hartree
LUMO energy = -5.825 eV
net charge = +1
energy relative to the best compared isomer or geometry (same formula, charge and spin) = 221.4 kJ/mol

Geometry as XYZ:
```
17
Properties=species:S:1:pos:R:3:forces:R:3:lowdin_charge:R:1
N 0.673 -0.202 0.392 -1.02 -1.73 -0.12 -0.4391
S 1.279 -0.975 1.917 2.52 2.71 0.62 0.8406
O -0.071 -1.640 2.339 -1.65 -0.54 0.49 -0.6391
O 1.523 0.207 2.784 -0.91 -1.95 -1.53 -0.4337
S 0.570 -1.235 -0.809 2.52 -0.96 0.34 0.6193
O -0.822 -1.833 -0.796 -0.99 0.02 0.63 -0.4597
O 1.619 -2.232 -0.974 -1.63 1.49 0.28 -0.2521
C 0.577 -0.213 -2.368 0.48 -0.51 -0.13 -0.7051
F -0.488 0.561 -2.413 -0.58 0.56 0.17 0.1551
F 1.676 0.513 -2.397 -0.07 0.03 0.13 0.1849
F 0.553 -1.037 -3.398 0.00 -0.07 0.13 0.1842
Y -1.721 -1.340 1.202 1.48 0.63 -1.08 1.8215
F -2.106 0.806 1.318 2.05 0.24 -0.45 -0.3284
C -0.839 1.890 0.829 -3.02 3.12 0.55 0.1819
H -1.486 2.719 1.127 -0.38 -0.03 -0.19 0.0840
H -0.927 1.887 -0.260 0.80 -0.96 0.48 0.0846
H -0.011 2.124 1.507 0.41 -2.05 -0.33 0.1010
```
Positions in Å, forces in eV/Å.

The following is a DFT calculation (ωB97M-V/def2-TZVPD) of 2 unconnected molecules or ions with the total composition C2H3FN2O.

Computed properties:
frontier orbital gap (alpha / beta) = 7.53 / 10.60 eV
energy = -362.371563 hartree
LUMO energy (alpha / beta) = -1.500 / -0.559 eV
energy relative to the best compared isomer or geometry (same formula, charge and spin) = 576.7 kJ/mol

Geometry as XYZ:
```
9
Properties=species:S:1:pos:R:3:forces:R:3:lowdin_charge:R:1
C -0.587 -1.949 -1.225 -2.62 -0.61 0.49 -0.3991
C 0.078 -0.082 0.016 0.13 2.55 -2.88 0.0195
N -1.119 -2.964 -1.865 1.43 0.04 0.24 0.2229
N -1.947 -2.101 -1.164 -0.42 1.04 0.12 0.1616
O 0.345 -1.184 -0.860 1.47 -1.61 -1.69 0.0211
F -3.203 -2.598 0.484 1.15 0.08 -0.60 -0.3832
H -1.022 0.051 -0.144 0.91 0.45 1.48 0.1154
H 0.693 0.856 -0.452 -1.63 -2.32 1.22 0.1561
H 0.568 -0.433 0.884 -0.41 0.40 1.61 0.0858
```
Positions in Å, forces in eV/Å.

The following is a DFT calculation (ωB97M-V/def2-TZVPD) of a molecular structure, C2H3FN4.

Computed properties:
frontier orbital gap (alpha / beta) = 9.09 / 9.77 eV
energy = -396.654790 hartree
LUMO energy (alpha / beta) = -1.680 / -0.840 eV
energy relative to the best compared isomer or geometry (same formula, charge and spin) = 624.9 kJ/mol

Geometry as XYZ:
```
10
Properties=species:S:1:pos:R:3:forces:R:3:lowdin_charge:R:1
C 1.244 -1.434 0.863 -1.84 -0.62 0.01 -0.2510
C -0.215 -0.425 -0.113 -0.40 -0.36 -0.67 -0.1290
N -0.152 -1.495 0.615 1.56 1.97 -0.44 0.0855
N 1.945 -0.538 0.280 -0.63 1.41 -1.32 0.0608
N 0.949 0.134 -0.481 1.12 0.24 0.92 0.0036
N -1.971 1.889 -0.851 1.34 0.93 -1.26 0.0738
F -2.470 1.807 0.381 -0.62 -0.84 0.12 -0.1142
H 1.657 -2.055 1.574 0.91 -1.45 1.14 0.0800
H 1.203 1.069 -0.842 -0.72 -1.08 0.30 0.1529
H -2.189 1.049 -1.426 -0.71 -0.21 1.19 0.0376
```
Positions in Å, forces in eV/Å.

The following is a DFT calculation (ωB97M-V/def2-TZVPD) of 2 unconnected molecules or ions with the total composition C2H3FO.

Computed properties:
frontier orbital gap = 10.00 eV
energy = -253.001390 hartree
LUMO energy = 0.904 eV
energy relative to the best compared isomer or geometry (same formula, charge and spin) = 330.4 kJ/mol

Geometry as XYZ:
```
7
Properties=species:S:1:pos:R:3:forces:R:3:lowdin_charge:R:1
C 1.141 -0.461 -0.041 -4.07 -0.26 -2.04 -0.1381
C -0.808 0.430 -0.012 2.00 -0.44 1.06 -0.0772
O 1.998 0.006 0.569 1.50 0.91 1.25 0.0552
F -1.633 -0.557 0.524 0.55 0.67 0.13 -0.1316
H 1.263 -1.405 -0.712 -0.58 1.11 0.83 0.1159
H -0.738 1.393 0.690 -0.11 -2.28 -1.53 0.1134
H -1.223 0.596 -1.019 0.69 0.30 0.30 0.0623
```
Positions in Å, forces in eV/Å.

The following is a DFT calculation (ωB97M-V/def2-TZVPD) of a single C2H3FO2 molecule.

Computed properties:
frontier orbital gap = 11.87 eV
energy = -328.300242 hartree
LUMO energy = 0.852 eV
energy relative to the best compared isomer or geometry (same formula, charge and spin) = 143.9 kJ/mol

Geometry as XYZ:
```
8
Properties=species:S:1:pos:R:3:forces:R:3:lowdin_charge:R:1
O 0.323 1.461 -0.455 -1.23 -0.98 0.10 0.1229
C -0.209 0.221 -0.270 -0.56 -1.75 0.85 -0.5355
F -1.087 -0.056 -1.312 0.79 0.01 0.88 0.0725
C 0.402 -0.830 0.542 2.53 0.33 -0.55 -0.0806
O -0.758 -0.196 1.005 -0.23 1.45 -0.70 0.0460
H -0.464 1.854 -0.863 0.46 1.07 -0.09 0.1250
H 0.391 -1.896 0.368 -0.56 -0.15 -0.46 0.1142
H 1.402 -0.558 0.987 -1.18 0.03 -0.01 0.1355
```
Positions in Å, forces in eV/Å.